[1]
ORCA calculation (ωB97M-V/def2-TZVPD) on the ion C5H12NS with charge +1.

Computed properties:
2S+1: 1
Orbital gap, eV: 10.44
Maximum force, eV Å⁻¹: 3.28
Charge: +1
ΔE to the lowest compared entry with this formula, charge and spin, kcal/mol: 54.7

Geometry as XYZ:
```
19
C5H12NS (ωB97M-V/def2-TZVPD)
C -1.89372 0.93674 -0.76573
C -1.48431 -0.46468 -1.30718
C -0.47738 1.43642 -0.10934
C -0.45414 -0.95164 -0.22099
C 2.69060 -0.53371 1.07266
N -0.03301 0.19306 0.48991
S 1.05845 0.05961 1.65867
H -2.18619 1.66428 -1.53221
H -2.70616 0.94014 -0.03346
H -2.31531 -1.18181 -1.46239
H -0.84930 -0.37514 -2.26043
H 0.32011 1.81247 -0.83899
H -0.64304 2.22495 0.63216
H -0.77826 -1.73620 0.57537
H 0.29620 -1.48293 -0.76584
H 3.25267 -0.09607 1.89675
H 2.78534 -1.54067 0.64314
H 2.88786 0.18048 0.26428
H 0.52960 -1.08532 2.06361
```

[2]
ORCA calculation (ωB97M-V/def2-TZVPD) on the ion C5H12NS with charge +1.

Computed properties:
2S+1: 1
Orbital gap, eV: 9.86
SMILES: CC1(C)S[N+]1(C)C
Maximum force, eV Å⁻¹: 4.64
Charge: +1
ΔE to the lowest compared entry with this formula, charge and spin, kcal/mol: 64.6

Geometry as XYZ:
```
19
C5H12NS (ωB97M-V/def2-TZVPD)
C -0.46637 0.59451 0.60956
C 0.70357 1.37262 1.24881
C -1.13638 -0.33763 1.59777
C -0.79243 -1.15639 -1.31190
C 1.01351 0.44978 -1.69686
N -0.28504 0.10723 -0.78795
S -1.48292 1.45538 -0.63198
H 0.32954 2.23415 1.91521
H 1.28890 1.71555 0.45546
H 1.15005 0.62187 1.97562
H -2.09108 -0.74422 1.23211
H -1.55903 0.30691 2.40337
H -0.48770 -1.09306 1.80100
H -1.61953 -1.09383 -2.05617
H -0.00450 -1.79498 -1.77953
H -1.18782 -1.60672 -0.41577
H 0.55216 -0.00833 -2.66204
H 1.19733 1.49795 -1.67512
H 1.78563 -0.03325 -1.21418
```

[3]
ORCA calculation (ωB97M-V/def2-TZVPD) on the ion C5H12NS2 with charge -1.

Computed properties:
2S+1: 1
Orbital gap, eV: 5.18
SMILES: [S-]CCNCCCS
Maximum force, eV Å⁻¹: 2.18
Charge: -1
ΔE to the lowest compared entry with this formula, charge and spin, kcal/mol: 13.9

Geometry as XYZ:
```
20
C5H12NS2 (ωB97M-V/def2-TZVPD)
C -0.89006 -1.17245 0.66384
C -1.71281 -2.29188 0.05848
S -0.85621 -3.94934 -0.09396
C -0.32816 -0.22820 -0.43653
N 0.86827 0.47030 0.05196
C 0.68056 1.95143 0.24413
C 1.90430 2.72761 -0.30929
S 1.28867 3.41394 -1.91686
H -1.51903 -0.62609 1.37342
H 0.03427 -1.39400 1.19900
H -2.50961 -2.61982 0.71499
H -2.09049 -2.10352 -0.93955
H -0.50330 -4.10446 1.17313
H -1.13620 0.44493 -0.74822
H -0.03134 -0.82993 -1.30001
H 1.48255 0.46170 -0.75107
H 0.52751 2.05388 1.32846
H -0.19582 2.28999 -0.30139
H 2.76836 2.07706 -0.47219
H 2.21854 3.42886 0.46166
```

[4]
ORCA calculation (ωB97M-V/def2-TZVPD) on a cluster of 2 separate species, C5H12NS2 in total.

Computed properties:
2S+1: 1
Orbital gap, eV: 6.99
Maximum force, eV Å⁻¹: 0.82
Charge: +1
ΔE to the lowest compared entry with this formula, charge and spin, kcal/mol: 44.4

Geometry as XYZ:
```
20
C5H12NS2 (ωB97M-V/def2-TZVPD)
C 1.77521 -1.24746 -0.46960
C 1.15066 -1.75618 -1.51690
C 2.42943 0.65856 0.72485
N 1.55338 0.08876 -0.00315
H 2.55284 -1.75840 0.08092
H 0.46231 -1.16006 -2.10030
H 1.31403 -2.77975 -1.81874
H 2.31050 1.68382 1.04812
H 3.33592 0.11931 0.97060
H 0.64557 0.60333 -0.22898
C -1.06692 1.76541 1.83128
S -1.19206 1.72513 -0.00243
S -2.94654 0.70076 -0.20681
C -2.38671 -0.80265 -1.07568
H -1.86580 2.39590 2.20852
H -1.15639 0.76384 2.24306
H -0.10457 2.21240 2.07862
H -1.68357 -1.33029 -0.43793
H -3.23724 -1.42135 -1.34243
H -1.89003 -0.46108 -1.98302
```

[5]
ORCA calculation (ωB97M-V/def2-TZVPD) on a cluster of 2 separate species, C5H12O in total.

Computed properties:
2S+1: 1
Orbital gap, eV: 10.61
SMILES: C=CC.CCO
Maximum force, eV Å⁻¹: 0.64
Charge: 0
ΔE to the lowest compared entry with this formula, charge and spin, kcal/mol: 32.8

Geometry as XYZ:
```
18
C5H12O (ωB97M-V/def2-TZVPD)
C -1.70764 0.40494 1.07320
C -2.08104 -0.28250 -0.20498
C -2.00869 0.25134 -1.41417
H -2.35071 0.19707 1.92946
H -1.64536 1.47658 0.91520
H -0.73647 -0.02930 1.32284
H -2.22850 -1.35886 -0.15773
H -1.97117 -0.31876 -2.33379
H -1.95141 1.32036 -1.58125
C 1.85031 0.08160 -0.39880
O 1.57173 0.89811 0.75327
C 1.89523 -1.35915 0.04917
H 2.77847 0.46500 -0.82937
H 1.04748 0.19865 -1.13100
H 0.98719 1.60038 0.45483
H 2.67835 -1.52933 0.78279
H 2.09302 -1.99996 -0.81198
H 0.92983 -1.62714 0.47269
```

[6]
ORCA calculation (ωB97M-V/def2-TZVPD) on a cluster of 3 separate species, C5H12O in total.

Computed properties:
2S+1: 1
Orbital gap, eV: 10.53
SMILES: CC(C)=O.[H][H].C=C
Maximum force, eV Å⁻¹: 0.69
Charge: 0
ΔE to the lowest compared entry with this formula, charge and spin, kcal/mol: 58.3

Geometry as XYZ:
```
18
C5H12O (ωB97M-V/def2-TZVPD)
C -1.20254 0.03319 1.87508
C -0.54962 1.04699 1.32479
C 0.26080 -0.27733 -1.04341
C 0.22644 1.08527 -1.68742
C 1.54931 -0.71690 -0.37481
O -0.64266 -1.05778 -1.26696
H -2.26431 -0.11442 1.69849
H -0.70276 -0.69982 2.50420
H -1.39565 -1.97723 0.94074
H 0.50813 1.21084 1.51809
H -1.06382 1.76096 0.68715
H 0.65607 1.89129 -1.08823
H -0.79701 1.32523 -1.98661
H 0.83408 0.96892 -2.59231
H 2.12575 0.10353 0.06425
H 2.14911 -1.15231 -1.18320
H 1.38100 -1.49812 0.37187
H -1.22168 -1.93936 0.22013
```

[7]
ORCA calculation (ωB97M-V/def2-TZVPD) on a cluster of 3 separate species, C5H12O in total.

Computed properties:
2S+1: 1
Orbital gap, eV: 10.57
SMILES: C=CC.C=O.C
Maximum force, eV Å⁻¹: 0.65
Charge: 0
ΔE to the lowest compared entry with this formula, charge and spin, kcal/mol: 47.6

Geometry as XYZ:
```
18
C5H12O (ωB97M-V/def2-TZVPD)
C -1.09467 -2.06607 0.61881
C -1.09613 1.00964 0.36422
C -0.00676 1.57594 -0.14677
C 1.30679 1.62755 0.58287
C 0.87100 -0.59840 -1.58200
O 1.58984 -1.13467 -0.77415
H -1.11904 -3.15424 0.56139
H -1.83409 -1.64864 -0.07177
H -1.33451 -1.74258 1.63453
H -2.05402 1.00394 -0.14840
H -1.05795 0.51959 1.33388
H -0.06624 2.06770 -1.11876
H 1.40262 0.78101 1.27070
H 2.17079 1.60607 -0.08884
H 1.35691 2.55291 1.16573
H 1.24834 0.19873 -2.24818
H -0.19325 -0.86698 -1.70869
H -0.08959 -1.73147 0.35543
```

[8]
ORCA calculation (ωB97M-V/def2-TZVPD) on a cluster of 2 separate species, C5H12O in total.

Computed properties:
2S+1: 1
Orbital gap, eV: 11.02
SMILES: C=CCCC.O
Maximum force, eV Å⁻¹: 0.17
Charge: 0
ΔE to the lowest compared entry with this formula, charge and spin, kcal/mol: 16.9

Geometry as XYZ:
```
18
C5H12O (ωB97M-V/def2-TZVPD)
C 0.24593 -2.29896 1.16900
C 0.70591 -0.99255 0.52511
C -0.23653 -0.53362 -0.59228
C 0.26317 0.67437 -1.33483
C -0.47428 1.72586 -1.69112
O -0.27627 2.44591 1.43777
H 0.13349 -3.08905 0.41597
H 0.96535 -2.65102 1.91569
H -0.72142 -2.17648 1.66991
H 1.71350 -1.12878 0.10798
H 0.77693 -0.19888 1.27979
H -0.35449 -1.35771 -1.31202
H -1.23467 -0.33129 -0.18149
H -0.01796 2.28292 0.51969
H 1.32127 0.66056 -1.60474
H -1.53685 1.78220 -1.45632
H -0.05262 2.55799 -2.24884
H -1.22046 2.62850 1.38071
```

We obtain HOMO values of -0.5127; -0.5213; -0.0896; -0.4443; -0.3532; -0.3521; -0.3589; -0.3668 Eh for the records listed above, in that order.